This record from the Open Molecules 2025 dataset describes a single C6H11N molecule in a non-equilibrium geometry. The level of theory is ωB97M-V/def2-TZVPD.

Calculated values
**Total charge**: 0
**Energy relative to the best compared isomer or geometry (same formula, charge and spin)**: 225.7 kJ/mol
**Calculated total energy**: -7888.192 eV
**SMILES**: C=C/C(=C/C)NC
**M**: 97.2 g mol⁻¹
**HOMO energy**: -7.77 eV
**Orbital gap**: 8.6 eV

```
18
C6H11N | the Open Molecules 2025 dataset | ωB97M-V/def2-TZVPD
C -2.72 -0.11 -0.59
C -1.57 0.56 -0.69
C -0.22 0.10 -0.27
C -0.06 -1.23 -0.09
C 1.11 -1.86 0.58
N 0.82 1.02 -0.57
C 1.52 1.61 0.59
H -3.63 0.28 -1.02
H -2.72 -1.04 -0.03
H -1.67 1.62 -0.89
H -0.85 -1.83 -0.51
H 0.80 -2.81 1.03
H 1.65 -1.25 1.29
H 1.88 -2.19 -0.14
H 0.52 1.75 -1.19
H 2.02 2.52 0.25
H 2.29 0.91 0.89
H 0.83 1.94 1.36
```

Löwdin atomic charge list, values in e, 6 entries:
1. C 0.003
2. C -0.142
3. C -0.313
4. C -0.104
5. C -0.094
6. N -0.062

***

This record from the Open Molecules 2025 dataset describes a molecular structure, C6H11N in a non-equilibrium geometry. The level of theory is ωB97M-V/def2-TZVPD.

Calculated values
**Total charge**: 0
**Energy relative to the best compared isomer or geometry (same formula, charge and spin)**: 666.6 kJ/mol
**Calculated total energy**: -7883.623 eV
**M**: 97.2 g mol⁻¹
**HOMO energy**: -8.96 eV
**Orbital gap**: 9.8 eV

```
18
C6H11N | the Open Molecules 2025 dataset | ωB97M-V/def2-TZVPD
C -0.66 -0.56 -1.13
C 1.22 -0.69 0.99
C 0.25 0.13 -2.13
C -0.26 -0.73 0.82
N -1.18 -1.37 1.33
H -1.04 -1.71 2.28
H -1.72 -0.34 -1.27
H -0.56 -1.64 -1.18
H 1.68 0.08 0.37
H 1.63 -1.68 0.76
H 1.44 -0.45 2.03
H 0.18 1.21 -2.03
H 1.29 -0.17 -2.00
H -0.05 -0.14 -3.15
C -0.55 1.56 0.91
C -0.52 2.62 1.50
H -0.49 3.55 2.02
H -0.65 0.33 -0.13
```

Löwdin atomic charge list, values in e, 6 entries:
1. C -0.172
2. C -0.053
3. C -0.115
4. C -0.448
5. N 0.139
6. H 0.088

***

This record from the Open Molecules 2025 dataset describes 2 unconnected molecules or ions with the total composition C6H11N in a non-equilibrium geometry. The level of theory is ωB97M-V/def2-TZVPD.

Calculated values
**Total charge**: 0
**Energy relative to the best compared isomer or geometry (same formula, charge and spin)**: 902.5 kJ/mol
**Calculated total energy**: -7881.177 eV
**M**: 97.2 g mol⁻¹
**HOMO energy**: -6.77 eV
**Orbital gap**: 4.3 eV

```
18
C6H11N | the Open Molecules 2025 dataset | ωB97M-V/def2-TZVPD
C -0.27 0.67 1.19
C -0.99 0.56 -0.16
N -3.43 -0.18 0.19
C 1.17 -0.19 -1.15
C -0.14 -0.16 -1.22
C 2.43 -0.53 0.95
C 2.31 -0.19 -0.43
H 0.55 1.37 1.22
H -1.09 0.86 1.88
H 0.12 -0.33 1.45
H -1.24 1.53 -0.63
H -2.07 -0.02 -0.04
H -3.73 -1.06 0.59
H -3.88 -0.06 -0.71
H -0.67 -0.39 -2.15
H 3.24 0.00 1.47
H 2.52 -1.59 1.19
H 3.30 -0.01 -0.86
```

Löwdin atomic charge list, values in e, 6 entries:
1. C -0.111
2. C -0.207
3. N -0.072
4. C 0.005
5. C -0.108
6. C 0.073

***

This record from the Open Molecules 2025 dataset describes a gas-phase ion, C6H11N2 (charge +1) in a non-equilibrium geometry. The level of theory is ωB97M-V/def2-TZVPD.

Calculated values
**Total charge**: +1
**Energy relative to the best compared isomer or geometry (same formula, charge and spin)**: 238.1 kJ/mol
**Calculated total energy**: -9372.267 eV
**SMILES**: CCCc1c[nH]c[nH+]1
**M**: 111.2 g mol⁻¹
**HOMO energy**: -14.13 eV
**Orbital gap**: 10.6 eV

```
19
C6H11N2 | the Open Molecules 2025 dataset | ωB97M-V/def2-TZVPD
C 0.40 3.01 -1.28
C 0.68 1.98 -0.24
C -0.48 1.22 0.36
C -0.46 -0.24 0.09
C -1.37 -1.28 0.09
N -0.61 -2.46 0.19
C 0.69 -2.16 0.51
N 0.84 -0.89 0.53
H -0.17 2.77 -2.31
H 1.27 3.41 -1.60
H -0.06 3.81 -0.74
H 1.44 2.37 0.55
H 1.37 1.29 -0.81
H -1.19 1.57 -0.37
H -0.72 1.27 1.52
H -2.41 -1.47 -0.04
H -0.90 -3.51 0.31
H 1.44 -2.91 0.37
H 1.63 -0.32 0.94
```

Löwdin atomic charge list, values in e, 6 entries:
1. C -0.120
2. C -0.305
3. C -0.159
4. C -0.129
5. C 0.038
6. N 0.074

***

This record from the Open Molecules 2025 dataset describes a gas-phase ion, C6H11N2 (charge +1) in a non-equilibrium geometry. The level of theory is ωB97M-V/def2-TZVPD.

Calculated values
**Total charge**: +1
**Energy relative to the best compared isomer or geometry (same formula, charge and spin)**: 224.4 kJ/mol
**Calculated total energy**: -9372.408 eV
**SMILES**: C=CC(=C)/C(N)=[NH+]/C
**M**: 111.2 g mol⁻¹
**HOMO energy**: -13.42 eV
**Orbital gap**: 9.9 eV

```
19
C6H11N2 | the Open Molecules 2025 dataset | ωB97M-V/def2-TZVPD
C 1.49 -1.77 -0.61
C 1.94 -0.82 0.23
C 1.39 0.57 0.28
C 2.06 1.67 0.33
C -0.25 0.56 0.05
N -0.67 1.49 -0.82
N -0.98 -0.36 0.57
C -2.27 -0.66 0.18
H 2.06 -2.68 -0.60
H 0.62 -1.59 -1.21
H 2.97 -0.94 0.76
H 1.47 2.56 0.21
H 3.15 1.58 0.41
H -0.10 2.21 -1.30
H -1.65 1.75 -1.16
H -0.45 -0.95 1.23
H -2.17 -1.43 -0.61
H -2.84 0.22 -0.16
H -2.84 -1.19 1.01
```

Löwdin atomic charge list, values in e, 6 entries:
1. C 0.052
2. C -0.144
3. C -0.218
4. C 0.091
5. C -0.244
6. N 0.188

***

This record from the Open Molecules 2025 dataset describes a gas-phase ion, C6H11N2 (charge +1) in a non-equilibrium geometry. The level of theory is ωB97M-V/def2-TZVPD.

Calculated values
**Total charge**: +1
**Energy relative to the best compared isomer or geometry (same formula, charge and spin)**: 208.8 kJ/mol
**Calculated total energy**: -9372.570 eV
**SMILES**: CCCc1c[nH]c[nH+]1
**M**: 111.2 g mol⁻¹
**HOMO energy**: -13.94 eV
**Orbital gap**: 10.4 eV

```
19
C6H11N2 | the Open Molecules 2025 dataset | ωB97M-V/def2-TZVPD
C -0.74 2.57 -0.86
C 0.76 2.18 -0.51
C 0.84 1.05 0.59
C 0.26 -0.16 0.28
C -0.98 -0.52 -0.27
N -0.96 -1.97 -0.32
C 0.06 -2.44 0.47
N 0.77 -1.41 0.78
H -1.39 1.80 -0.45
H -0.97 2.70 -1.98
H -0.98 3.51 -0.21
H 1.22 2.95 0.07
H 1.33 1.77 -1.44
H 0.34 1.34 1.46
H 1.98 0.83 0.55
H -1.72 0.18 -0.64
H -1.77 -2.60 -0.52
H 0.48 -3.52 0.46
H 1.64 -1.27 1.28
```

Löwdin atomic charge list, values in e, 6 entries:
1. C -0.087
2. C -0.187
3. C -0.176
4. C -0.226
5. C 0.063
6. N 0.098

***

This record from the Open Molecules 2025 dataset describes a gas-phase ion, C6H11N2 (charge +1) in a non-equilibrium geometry. The level of theory is ωB97M-V/def2-TZVPD.

Calculated values
**Total charge**: +1
**Energy relative to the best compared isomer or geometry (same formula, charge and spin)**: 265.9 kJ/mol
**Calculated total energy**: -9371.979 eV
**SMILES**: CCC1=[NH+][C@@H](C)N=C1
**M**: 111.2 g mol⁻¹
**HOMO energy**: -15.48 eV
**Orbital gap**: 10.3 eV

```
19
C6H11N2 | the Open Molecules 2025 dataset | ωB97M-V/def2-TZVPD
C -1.77 0.64 2.17
C -1.71 0.42 0.65
C -0.34 0.18 0.23
N -0.08 -0.60 -0.78
C 1.41 -0.78 -0.91
C 1.66 -0.29 -2.37
N 1.95 -0.14 0.21
C 1.07 0.42 0.91
H -1.86 -0.44 2.62
H -2.57 1.22 2.64
H -0.94 0.98 2.60
H -2.19 1.42 0.26
H -2.27 -0.36 0.11
H -0.76 -0.90 -1.45
H 1.88 -1.85 -0.85
H 1.46 0.71 -2.35
H 1.11 -0.97 -2.99
H 2.74 -0.65 -2.59
H 1.20 0.98 1.89
```

Löwdin atomic charge list, values in e, 6 entries:
1. C -0.066
2. C -0.157
3. C -0.123
4. N 0.170
5. C -0.333
6. C 0.012

***

This record from the Open Molecules 2025 dataset describes a gas-phase ion, C6H11N2O (charge +1) in a non-equilibrium geometry. The level of theory is ωB97M-V/def2-TZVPD.

Calculated values
**Total charge**: +1
**Energy relative to the best compared isomer or geometry (same formula, charge and spin)**: 494.4 kJ/mol
**Calculated total energy**: -11417.042 eV
**SMILES**: C[C@@H]1C[C@H]2C(=[NH2+])N(O)[C@@H]12
**M**: 127.2 g mol⁻¹
**HOMO energy**: -14.71 eV
**Orbital gap**: 11.3 eV

```
20
C6H11N2O | the Open Molecules 2025 dataset | ωB97M-V/def2-TZVPD
C 2.40 -0.81 0.05
C 0.95 -0.38 -0.41
C 0.64 1.09 -0.40
C -0.34 1.00 0.70
C -2.09 0.55 0.22
N -3.29 0.94 -0.26
N -1.58 -0.65 0.19
O -2.20 -1.85 -0.18
C -0.20 -0.57 0.67
H 2.55 -1.93 0.26
H 2.80 -0.17 0.90
H 3.04 -0.57 -0.71
H 0.71 -0.82 -1.34
H 0.24 1.43 -1.42
H 1.52 1.71 -0.06
H -0.09 1.79 1.37
H -3.48 1.86 -0.54
H -4.01 0.25 -0.47
H -2.54 -2.35 0.61
H -0.07 -1.01 1.69
```

Löwdin atomic charge list, values in e, 6 entries:
1. C -0.029
2. C -0.258
3. C -0.153
4. C 0.005
5. C -0.044
6. N 0.217